Molecular formula: C92H128N12O30
Method: DFT, ωB97M-V/def2-TZVPD

Net charge: +1
Multiplicity: 2
Orbital gap (spin up / spin down) in eV: 1.71 / 1.72
Largest force on an atom in eV Å⁻¹: 7.02
HOMO level (spin up / spin down) in Ha: -0.2522 / -0.2525
⟨S²⟩: 1.793

Last column: Löwdin charge in e.
Positions of all 262 atoms, in Å:
O 3.6310 -5.4238 0.5659  0.041
C -1.6991 1.4534 -1.4247  0.050
C 7.1744 -2.4891 2.8153  -0.101
H 5.9462 5.5211 8.6963  0.111
H 1.4414 8.5676 -9.7332  0.152
C 6.7410 -0.1612 2.1497  -0.019
H -3.9712 2.1381 -7.1861  0.132
H -5.0279 -1.4983 4.2346  0.078
H 1.4412 -2.6123 -5.2269  0.129
O 3.8545 2.5237 6.5097  -0.044
H 6.2914 -3.9669 0.5557  0.110
C 6.6958 -8.3077 2.0694  -0.004
C -4.9612 4.5227 3.4516  -0.074
C 0.4139 -0.4324 -0.0811  0.008
H 3.0579 2.8287 -1.3775  0.101
H -1.3634 -0.0334 5.7269  0.058
O -0.9173 -1.2610 6.7722  -0.036
C -5.4310 2.4988 5.0607  -0.089
H 1.7945 -7.6576 -1.2577  0.060
C 0.4720 6.9588 -8.5220  0.059
H -6.2945 6.8466 -3.8507  0.067
H 3.9183 -5.4749 -2.0945  0.112
C -3.5882 5.1590 3.6625  -0.184
C 5.3163 5.3024 4.7001  0.048
H 2.3173 -1.5838 0.1884  0.109
H 0.4250 -6.9034 -4.5975  0.109
H 2.7937 1.4300 -0.2909  0.081
H 3.7095 -1.4490 2.1274  0.080
O -3.4557 -2.0174 -3.7436  0.052
H 4.8028 2.9757 0.2465  0.134
H -5.4259 -0.1673 3.1331  0.062
N 2.8308 3.1846 0.6633  -0.069
O -5.6334 -1.5148 -3.8665  -0.019
H -9.6331 4.8148 5.1099  0.078
C 2.2255 4.3548 2.6804  0.063
H -4.5381 -4.8621 -5.1289  0.097
H 6.8295 -8.6528 1.0442  0.094
O -7.0882 1.2494 1.2603  -0.061
C 3.0711 6.4583 -7.7984  0.041
C 3.4979 5.7426 6.7297  0.059
H -3.7302 2.0565 3.6444  0.104
C -2.3278 -5.1440 -2.7163  -0.071
H 0.3845 -8.3923 -0.5416  0.074
O 2.3360 -4.5487 1.9790  -0.010
O -6.5693 4.4554 -5.0124  0.014
C -0.3928 -0.1481 -4.7739  -0.954
N 7.2733 0.2450 3.3144  -0.094
H 4.7930 7.9701 -8.7340  0.101
C -7.8042 3.8679 5.8980  -0.214
H 5.6785 -8.5008 2.4099  0.101
C -2.8419 2.0330 -2.0318  0.006
H -8.1032 1.6403 2.7936  0.097
C -2.9437 1.0194 0.5367  0.049
N 2.8822 -2.6550 -3.6148  -0.085
H -0.3146 2.1870 4.8399  0.056
C 6.6443 -4.6199 1.3402  0.021
C 2.5415 -6.8670 -3.9483  -0.228
C 2.8244 -1.1633 2.6958  0.047
H -2.6467 -7.3402 -4.7964  0.095
O -0.1335 0.8797 -5.5044  0.098
C -5.2444 -0.4317 4.1748  -0.083
C 7.8551 -0.6343 4.1065  -0.045
H -2.9477 -4.8109 0.6537  0.137
C -3.6497 -3.2391 -0.8190  -0.095
H -8.9982 5.6979 6.4574  0.067
O -4.2156 0.0280 -4.2747  -0.055
H -5.3594 3.6174 -1.2452  0.108
H 2.8810 5.7013 7.6152  0.156
H -4.9270 1.9891 0.5174  0.108
C 1.9082 -4.5905 -4.6823  0.032
H 3.7199 9.4361 -9.0138  0.117
C -3.2515 -4.6646 -0.3829  -0.104
C -2.5421 4.7181 -6.3008  0.093
H 1.0776 0.4499 3.5268  0.125
C 4.4944 4.0418 2.1552  0.057
C -3.5522 2.4496 -6.2292  0.041
C 7.1051 -4.0301 2.5407  -0.119
C -1.7312 0.9284 -0.1158  -0.147
H -3.1716 1.5546 -5.7370  0.088
C -0.3729 4.9865 -7.2909  -0.199
N -5.4820 4.0280 4.8689  -0.128
H 6.1425 -6.5590 0.3565  0.117
H 6.4036 2.2394 3.1603  0.064
H -0.5403 -3.4296 -1.8018  0.126
H -2.1398 -1.8650 0.0273  0.095
C 7.2999 -6.3683 3.3961  -0.051
C -4.4684 4.8025 5.8360  -0.040
O 6.0572 -0.8998 -1.6690  -0.052
H -0.8838 -5.7944 0.4759  0.143
H -4.3107 -7.2172 -4.7065  0.104
H -5.5876 5.3057 3.0241  0.130
H 4.0301 -9.7311 -2.9772  0.129
C 2.0776 5.6032 -7.3355  0.060
C 5.7228 5.8458 5.9426  0.014
C -3.7688 5.8045 4.9611  -0.194
H 6.5099 0.5227 1.3464  0.127
O -7.0905 -1.0247 0.2074  0.129
H -3.3651 5.1959 -5.7902  0.142
H -2.7920 4.4242 3.5433  0.100
C 1.2993 -7.4274 -4.2406  -0.017
C -1.4704 2.8250 -7.2314  0.030
H -2.7861 -4.7321 -5.3536  0.066
H -2.6858 -1.6107 -4.1480  0.049
O -0.6123 0.1093 5.1464  0.060
C 6.6959 -1.5140 1.8979  0.018
O -0.4132 5.0247 5.0352  -0.076
O -7.3623 -0.0855 -1.9001  0.177
O 5.2540 1.2401 -1.7360  0.031
H -4.3261 -5.9486 -2.5987  0.115
H -9.8473 4.1858 6.7338  0.072
C 1.9855 -3.2124 -4.5127  0.017
C 3.5823 1.9379 5.4370  -0.834
H -3.9456 -5.4932 -0.5239  0.124
C 5.2991 6.3121 8.3171  0.039
C 3.0200 5.4055 5.4459  0.083
H 6.3131 -1.7749 0.9223  0.094
C -3.3622 -6.2652 -2.9971  -0.153
H -3.4052 2.2695 5.3717  0.104
H -6.2059 2.1174 4.3958  0.112
O 0.0235 -0.1143 -3.6410  -0.028
C 3.5264 -3.4755 -2.7417  0.023
C -1.4872 5.5222 -6.6543  0.030
C -1.1684 -6.0884 -0.5344  -0.090
H 0.2390 1.4291 -4.8108  0.107
C 2.6242 -4.5766 0.7886  -0.910
H -3.8602 0.0731 5.8125  0.116
C -4.1103 1.8619 4.6472  -0.171
C 3.5569 -7.7695 -3.6714  -0.006
O 2.0531 -3.9126 -0.0634  -0.022
H -5.7668 2.3484 6.0867  0.136
H 7.5385 -7.0618 4.1888  0.131
H 8.1729 2.1803 3.3798  0.096
N 2.7788 7.5289 -8.6476  -0.091
H -2.8181 6.0376 5.4405  0.118
C 1.5663 -0.8926 0.5414  0.034
C 1.9167 3.6703 1.5263  0.017
O -7.7979 -1.9327 -1.8573  0.175
H -7.2450 4.4129 3.9416  0.117
H -6.1641 -0.2500 4.7309  0.071
N -2.4750 3.3371 -6.5634  -0.056
N 1.7912 -0.4892 1.8493  0.002
C 7.2287 1.6862 3.6088  -0.004
H -0.1075 -6.8387 -2.2510  0.079
H -4.9820 3.7504 2.6826  0.110
H 0.9170 3.3686 1.2505  0.136
O -6.9605 6.5521 -4.4763  0.099
C -0.4562 0.4461 0.5228  -0.138
H -5.9459 2.0913 -2.0204  0.118
H -1.4971 1.7525 -7.3555  0.151
H 6.7677 6.0262 6.1475  0.139
H 3.9760 -0.8752 -3.4494  0.097
H 2.4512 -0.9914 -2.5037  0.098
H 0.6705 -5.4786 -1.3960  0.098
N 6.8716 -6.8572 2.2441  -0.150
C -4.0462 1.7163 -0.0449  0.095
H 1.9565 5.3211 5.2779  0.106
H -4.9382 3.2697 -2.8744  0.081
C -5.1164 2.7901 -1.9120  0.037
H 2.1710 2.8634 5.6471  0.063
C -6.2656 5.4445 -4.4088  -1.013
C 6.5742 -6.0298 1.1931  -0.024
H -0.5175 7.1902 -8.8878  0.142
C -4.4354 -1.1676 -3.9685  -0.855
H 5.5507 4.1864 2.3277  0.095
N 2.0896 -9.6213 -3.7336  -0.153
H -0.6626 -3.5824 -0.0392  0.126
C 0.0779 -6.3857 -1.2772  -0.239
O 4.5630 -0.3191 -0.2669  -0.031
H -1.9238 -6.8729 -0.4893  0.128
O -6.8379 3.3313 0.9509  -0.017
H -4.9350 5.2999 6.6863  0.131
H -7.1982 -0.1422 0.5696  0.015
C 7.7032 -1.9844 3.9917  -0.004
H 1.2993 -5.0082 -5.4705  0.116
H -3.7156 4.1204 6.2312  0.126
H -4.1898 -2.7816 0.0099  0.113
N -2.0190 -4.9294 -1.1963  -0.173
H 0.1816 -9.3006 -4.2983  0.129
H 4.1473 -2.9721 -2.0154  0.136
H -1.3669 -5.4422 -3.1354  0.109
C 0.9437 -7.4589 -0.6059  -0.062
O 0.1701 3.4252 6.3221  0.002
H 1.3375 4.6106 3.2393  0.115
C -4.0498 0.3261 4.7694  -0.230
H 7.3460 -8.8903 2.7220  0.094
C -6.8809 4.6192 4.9481  -0.136
H -2.7820 2.3307 -3.0682  0.134
H -4.2241 2.9789 -5.5536  0.108
H -3.1194 0.0574 4.2692  0.092
H 4.4221 6.4014 8.9582  0.103
H 7.6003 -4.7306 4.5780  0.100
C 3.4009 -4.8595 -2.8156  0.019
C 3.3001 -9.0931 -3.4530  -0.046
H 1.3615 -10.9565 -2.3990  0.099
C 5.3427 -0.0078 -1.1540  -0.876
C -1.2254 -3.6048 -0.9724  -0.074
H 2.2915 4.6901 -6.7999  0.136
C 3.9412 5.1320 4.4139  -0.096
H 4.0118 8.1355 -10.2110  0.114
H 0.2175 -0.8383 -1.0625  0.112
H 1.0430 -11.4370 -4.0654  0.101
H -4.3058 -3.2056 -1.6887  0.112
H 6.0928 5.0130 4.0076  0.105
H 3.5731 -5.8422 1.4280  0.091
C -0.3616 3.6671 -7.5870  0.058
O 4.2857 0.9827 4.9847  -0.058
H 8.3726 -0.2945 4.9914  0.142
H 1.3778 2.5433 -0.7223  0.097
H 2.7424 -11.5279 -3.3640  0.097
H -4.2693 6.7351 4.6933  0.127
H 5.8537 1.1684 -2.4823  0.094
H 4.5147 -7.2869 -3.5439  0.124
C 1.4918 7.7917 -8.9837  0.033
H 1.2919 -7.2841 0.4121  0.081
H -8.2118 3.0054 5.3707  0.101
H 4.1101 6.2003 -7.6559  0.140
O 0.4976 -1.7907 5.1907  -0.001
C 4.0946 3.3471 0.9724  0.010
C -0.1531 0.8355 1.8309  0.022
O -1.1763 -1.0356 -5.1071  0.002
H -1.5490 6.5609 -6.3649  0.138
C 3.5527 4.5706 3.0717  -0.086
H -0.8658 1.1795 -2.0547  0.084
C -7.3998 2.4200 1.5899  -0.815
C 2.6101 -5.4628 -3.7844  -0.178
C -0.3050 3.7940 5.2507  -0.882
H 6.9670 1.7586 4.6644  0.097
C 1.7889 -11.0011 -3.4008  0.001
C 2.4504 2.4271 -0.5665  0.060
C -3.6357 -5.4139 -5.3918  -0.101
H -3.6865 -5.7577 -6.4249  0.075
O -0.6870 2.8926 4.3060  0.042
C -2.2771 -2.4745 -0.8659  -0.126
H 2.4033 -2.1087 3.0377  0.100
C 0.7302 5.8675 -7.6894  -0.121
H -2.5862 -4.1690 -3.1295  0.112
H -0.7373 1.4855 2.4654  0.110
H -7.3547 3.6358 6.8635  0.111
H 3.1996 -0.5876 3.5419  0.082
H 2.4021 -0.8386 -4.2969  0.086
H -3.0539 0.6446 1.5435  0.117
H -3.0544 -7.1906 -2.5102  0.103
C 3.8688 8.3656 -9.1552  0.019
H 7.9953 -2.6448 4.7949  0.113
C -3.4174 -6.6233 -4.5131  -0.253
C 7.3105 -4.9760 3.5670  -0.006
O -8.3307 2.5366 2.5358  0.112
H -6.8188 5.6794 5.1932  0.139
C -9.1399 4.6876 6.0736  -0.085
N 4.8095 6.0246 6.9362  -0.078
C -7.3718 -1.0418 -1.1051  -0.715
C 2.9481 -1.2378 -3.4421  -0.002
C -0.3068 -1.0224 5.7036  -0.940
O 2.4000 2.2751 4.9239  0.066
H 0.5507 3.3263 -8.0540  0.132
H -2.2464 -1.7348 -1.6659  0.098
N -3.9351 2.1925 -1.3418  -0.053
H 5.9115 7.2090 8.2235  0.103
C 1.1373 -8.8110 -4.1836  -0.054
C 0.9167 0.3050 2.4687  -0.006
O -5.2040 5.6001 -3.8330  -0.072
H -3.3677 5.8614 2.8587  0.128